This record from the Open Molecules 2025 dataset describes a cluster of 4 separate species, C36H83IN7O11PS in total at a distorted geometry. The level of theory is ωB97M-V/def2-TZVPD.

XYZ file:
```
140
Properties=species:S:1:pos:R:3:forces:R:3
C -0.235 6.449 1.359 0.53 -1.30 0.93
O 3.409 -5.746 -7.537 0.36 0.42 0.22
H -0.314 4.290 0.640 -2.09 1.41 0.94
O 7.743 2.035 8.455 -0.45 -0.38 -0.19
C 2.948 -4.442 -7.210 -0.23 -0.28 -0.21
C -3.651 1.879 -1.035 -0.84 -0.32 -0.77
N -4.876 0.304 4.164 -1.49 4.82 -2.38
H -1.548 1.404 -3.248 -1.56 -0.04 1.56
C 7.751 1.348 6.063 -0.09 0.35 0.19
H 3.582 -3.677 -7.669 0.01 0.03 0.09
O -6.253 6.073 0.766 0.60 -1.76 -0.85
P -5.428 4.706 -0.032 -2.71 0.11 1.04
H -3.177 4.735 3.413 -0.76 0.37 -1.68
I -5.355 5.499 -2.367 0.35 0.25 0.51
N 4.428 -6.433 -4.802 0.03 -0.24 -0.15
H -0.058 -1.668 -7.372 -0.05 0.00 0.00
H 4.348 -7.867 -6.362 0.11 -0.10 -0.23
H 4.366 2.898 4.233 0.13 0.09 0.14
H 5.159 0.937 6.453 -0.24 -0.14 -0.04
H -0.692 1.733 0.639 -1.48 -0.43 1.81
N 2.649 -1.487 4.553 -3.69 4.10 -0.45
O -0.528 -3.514 -6.649 -0.34 0.03 -0.46
C -5.309 1.424 1.056 -0.46 -0.45 0.00
H 5.420 0.626 4.723 -0.02 0.09 0.10
C -2.789 0.785 1.152 0.61 0.13 0.38
H 1.933 -4.334 -7.603 0.15 -0.08 0.08
H 5.272 -6.354 -8.099 0.00 0.01 0.06
H 7.885 0.451 5.445 -0.12 0.04 0.10
O -2.230 1.728 -1.495 -1.14 2.09 4.99
H 3.319 -9.231 -3.100 -0.05 0.15 -0.14
H 3.915 5.200 6.822 0.01 -0.16 -0.08
H -4.182 0.879 -1.413 1.02 2.18 1.14
H -5.296 -0.310 3.411 0.52 0.79 0.83
H -2.028 6.057 -1.864 0.04 -2.32 1.14
H -2.684 -0.078 0.333 -0.20 2.08 1.66
H -1.192 -3.317 -3.501 -0.05 0.05 -0.10
H -4.119 2.742 -1.666 0.71 -1.36 1.27
H 6.529 2.969 6.100 0.02 -0.22 -0.16
C -1.813 -1.506 -6.140 -0.12 -0.62 -0.35
C 5.367 1.410 5.488 -0.10 0.61 -0.16
C -5.092 1.615 3.810 0.77 -2.59 1.07
H 2.328 -2.020 5.415 0.39 0.99 -1.29
H -1.248 -1.477 -5.202 0.24 0.13 -0.02
H 1.419 1.562 3.684 0.51 -1.81 -0.40
C 7.664 0.937 7.546 0.72 0.01 -0.21
H -4.849 -2.126 -4.834 0.09 0.08 0.11
H -1.974 -0.475 -6.479 -0.03 -0.10 0.02
H -5.987 -0.531 -0.805 -1.60 1.49 0.69
C -1.092 5.025 1.170 0.91 0.14 -0.56
H -3.227 0.253 2.106 0.72 1.30 -1.80
C -0.464 0.018 2.142 -0.14 1.00 0.85
H -5.227 3.736 4.719 1.73 -1.90 0.14
C 1.424 -7.619 -5.210 -0.29 -0.02 0.41
C 1.165 0.193 2.058 0.21 -1.50 -0.63
C 4.918 -6.979 -6.071 -0.28 0.65 -0.04
H 5.317 4.733 5.843 0.04 0.14 -0.18
H -0.272 7.128 0.407 -0.23 -1.23 1.86
H 5.658 1.955 8.689 0.02 0.01 -0.13
H 5.971 -7.264 -5.960 -0.10 0.03 0.03
N -3.111 -2.160 -5.950 0.23 0.15 0.12
H -2.592 4.269 -1.944 1.05 1.33 1.48
C -3.810 1.999 0.586 0.67 -3.83 -0.29
N 1.826 0.641 3.345 -0.78 -1.32 1.23
C -0.962 -2.254 -7.177 0.17 0.39 0.67
C 4.197 2.354 5.167 0.07 -0.73 0.48
O -6.314 1.519 -0.056 0.57 -1.64 1.12
H -2.182 -4.680 -7.120 -0.10 -0.05 -0.18
C -2.074 -3.959 -3.443 -0.35 -0.24 0.33
H -0.732 -0.010 3.306 0.49 -0.35 -2.58
O -3.234 -3.255 -3.015 0.39 0.40 -0.18
H -1.308 2.108 2.477 -0.23 -1.40 -2.35
H -1.892 7.421 2.592 2.57 -0.30 0.47
C -6.839 0.180 -0.390 -0.24 -0.74 -0.16
H -3.421 2.944 4.729 -2.28 -0.24 0.31
H -7.193 5.812 0.995 1.73 0.03 -0.54
C -2.455 5.266 0.225 1.75 0.79 0.32
H -5.984 3.270 2.411 0.53 -2.25 -0.11
H 3.705 4.919 5.081 0.09 0.04 -0.04
H 0.024 -1.064 5.312 1.02 1.12 0.46
C -1.303 1.344 1.562 0.70 -1.68 0.35
O 3.949 3.231 6.273 0.16 0.38 -0.45
H -7.274 -0.359 0.561 0.69 1.12 -1.73
H -0.640 -5.535 -6.941 0.00 0.18 0.00
H -1.325 4.526 2.200 0.37 1.20 -1.86
C -3.264 -1.882 -3.403 -0.66 0.02 0.03
H 8.654 1.955 5.933 -0.03 -0.13 0.11
O 1.896 -8.071 -3.947 0.39 -0.21 -0.45
C 1.790 -0.422 4.423 1.22 -2.64 1.60
N 6.639 2.138 5.523 -0.11 -0.16 0.12
H -1.493 -2.362 -8.129 -0.09 -0.15 0.16
N 0.718 -0.292 5.523 0.28 0.21 -2.93
H -6.995 1.691 2.561 2.36 0.81 -0.39
S -4.030 5.389 2.488 0.02 -0.40 0.48
C -3.865 -1.643 -4.803 0.04 -0.36 0.05
H 3.516 -6.009 -4.954 0.25 -0.08 0.01
H 1.592 -6.547 -5.309 0.07 0.12 -0.28
H -5.241 0.251 1.274 0.33 2.60 -0.42
H 0.342 -7.780 -5.245 0.11 -0.07 0.08
H 0.902 6.101 1.467 -2.39 0.92 -0.13
H -4.039 -0.569 -4.944 0.13 -0.07 0.04
H -2.678 6.433 0.343 0.19 -2.64 -0.33
O -3.347 3.173 1.247 -1.49 -0.18 -1.74
C 4.295 -7.441 -3.744 -0.34 0.20 -0.09
H -0.831 4.677 -1.428 -2.55 0.60 0.74
O -2.375 1.191 -2.697 0.90 -1.78 -5.55
H -0.806 -0.985 1.646 0.64 1.98 0.83
C 4.789 -5.948 -7.204 -0.10 -0.80 0.02
H -0.721 6.353 3.620 0.23 1.84 -1.81
C 4.243 4.589 5.975 -0.16 -0.24 0.36
C -4.568 2.766 4.876 -1.40 -0.62 -0.01
C 3.242 -8.547 -3.957 0.12 0.08 0.74
H 1.878 -8.157 -6.044 0.10 0.07 0.02
H 1.541 0.906 1.209 -0.99 -1.22 1.57
H -0.118 8.135 3.032 -1.38 -2.18 -0.58
H 4.033 -6.898 -2.829 -0.01 -0.17 -0.05
H 6.798 0.305 7.761 -0.20 0.14 0.01
C -3.748 4.480 0.803 2.98 2.35 1.69
H 3.292 1.751 5.035 0.23 0.05 0.02
H 6.333 3.490 8.052 -0.29 0.05 -0.09
C -0.737 7.162 2.747 -0.75 -0.12 -0.52
H -3.930 -1.387 -2.681 0.12 -0.09 -0.12
C -5.882 2.105 2.427 -0.83 -0.62 0.81
H 1.611 -0.886 1.815 -0.81 2.44 0.56
H -4.815 2.402 5.984 0.83 0.55 -2.54
C 6.495 2.657 8.734 0.42 0.13 0.25
H 8.547 0.316 7.758 -0.14 0.15 -0.02
H -2.262 -4.440 -4.402 0.23 -0.02 -0.20
C -1.970 5.009 -1.292 0.44 0.90 -1.87
H 0.213 0.593 5.300 0.29 -0.96 0.47
H -1.874 -4.754 -2.718 -0.07 0.14 -0.02
H -2.286 -1.411 -3.276 0.10 -0.13 -0.07
H -0.931 -4.565 -8.400 -0.10 -0.03 0.00
H -2.962 -3.157 -5.809 -0.01 0.26 -0.06
H 3.441 -9.156 -4.842 -0.07 0.12 -0.20
H 2.914 -4.304 -6.127 0.04 0.20 0.05
C -1.110 -4.623 -7.322 0.25 -0.01 0.27
H -7.699 0.274 -1.203 1.98 0.05 1.81
H 5.298 -5.012 -6.954 -0.20 -0.01 0.13
H 6.541 3.072 9.745 0.07 -0.11 -0.08
H 5.274 -7.903 -3.565 -0.10 -0.01 -0.11
```
Forces are in eV/Å.

Output
E_tot (eV): -99837.9840
E_HOMO (eV): -8.40
HOMO-LUMO gap (eV): 7.98
SMILES: [H]/N=C(/C)C[C@@H](OC)[C@@](CCCCN/C(N)=N/[H])(COO)O[C@@](S)([C@H](C)CCC)P(O)I.COCCNCCOC.COCCNCCOC.COCCNCCOC

Results of the Mulliken charge analysis, in e, for atoms 1 through 6: C -0.615; O -0.362; H 0.227; O -0.423; C -0.548; C -0.048